[1]
Computed, not measured: 5 unconnected molecules or ions with the total composition C4H18O5S2 in a non-equilibrium geometry, with the ωB97M-V functional and the def2-TZVPD basis.

Electronic energy: -36346.1836 eV
SMILES: CSSCCCO.O.O.O.O
Energy relative to the best compared isomer or geometry (same formula, charge and spin): 0.662 eV
Total charge: 0
2S+1: 1

```
29
Properties=species:S:1:pos:R:3:forces:R:3
O 0.566 1.988 -1.306 -0.3 -0.5 0.6
H 0.408 1.489 -2.115 -0.1 0.1 0.0
H -1.790 -2.709 -0.522 -0.3 1.7 0.1
O 2.584 -2.311 1.288 -0.1 0.3 -0.2
C -0.388 1.488 -0.265 1.1 2.9 -1.9
H -1.330 -2.928 -1.959 0.1 1.1 -1.2
H 0.275 -2.315 3.229 0.0 0.0 0.0
C -1.794 1.805 -0.767 0.0 -0.5 0.0
H -2.154 1.458 -1.756 1.0 -0.5 0.3
O 3.760 1.861 0.904 -0.1 -0.2 0.0
H -0.671 -1.439 -1.158 0.7 0.3 0.2
H 4.143 2.295 0.135 0.0 0.0 0.0
H 2.149 -2.249 0.426 0.1 0.0 0.1
O 0.986 -1.815 3.641 -0.3 0.1 0.2
H 1.394 -1.345 2.908 0.2 -0.2 -0.1
S -2.918 -0.996 -1.948 -0.3 -0.4 1.2
H 2.786 -3.234 1.460 -0.1 0.0 -0.1
C -1.540 -2.012 -1.372 -0.7 -2.7 0.7
H -1.814 2.900 -0.960 -0.4 -0.4 0.9
H -0.136 0.448 -0.036 -0.5 0.6 0.4
S -3.690 -0.364 -0.097 1.0 0.8 -0.8
H 1.538 -0.446 -1.668 0.5 0.4 0.1
H 2.069 0.193 -0.312 0.4 0.2 -0.5
C -2.780 1.241 0.276 -1.6 2.8 -1.1
H 2.823 1.779 0.701 0.0 0.3 0.1
H -3.520 2.132 0.244 0.4 -2.0 0.8
H -0.120 2.299 0.498 -0.7 -1.8 -0.2
H -2.293 1.215 1.245 -0.2 -0.3 0.2
O 1.459 -0.426 -0.713 0.0 -1.8 0.2
```
Positions in Å, forces in eV/Å.

***

[2]
Computed, not measured: 5 unconnected molecules or ions with the total composition C4H19NO4 in a non-equilibrium geometry, with the ωB97M-V functional and the def2-TZVPD basis.

Electronic energy: -14136.3451 eV
SMILES: CC[C@H](C)N.O.O.O.O
Energy relative to the best compared isomer or geometry (same formula, charge and spin): 0.000 eV
Total charge: 0
2S+1: 1

```
28
Properties=species:S:1:pos:R:3:forces:R:3
H -1.780 0.572 -0.886 0.2 0.0 -0.1
H 1.599 1.963 -0.973 0.1 0.0 -0.1
C 0.202 2.077 1.344 0.0 -0.9 0.4
H -3.544 -1.494 0.376 0.0 -0.1 0.1
H 0.754 1.578 3.417 0.2 -0.3 -0.1
C -0.053 1.415 2.709 -1.3 0.7 0.2
H 0.486 0.929 -1.866 0.0 0.3 -0.5
H -0.930 1.869 3.177 0.0 0.2 0.1
C -0.054 1.162 0.156 -0.5 0.5 0.1
C 0.547 1.725 -1.130 0.8 -1.6 1.1
H -2.371 -0.836 1.062 0.3 0.2 -0.2
H 0.375 0.190 0.400 0.5 -0.1 -0.1
H -2.149 1.588 0.342 0.4 0.4 0.0
N -1.482 0.901 0.020 -0.8 -0.5 0.3
O 1.935 -1.083 -2.665 0.2 0.4 0.4
H -0.376 0.377 2.665 0.6 -0.3 -0.2
H 1.607 -2.099 0.910 0.0 0.0 0.1
H 0.023 2.599 -1.381 -0.7 1.2 -0.7
H -0.360 3.002 1.236 -0.1 0.1 0.0
O 0.214 -3.528 -2.028 0.4 0.0 0.0
H 0.763 -3.504 -1.223 -0.4 0.0 -0.1
H 1.244 2.319 1.322 0.7 0.4 -0.2
O 1.777 -2.436 0.028 0.1 -0.3 0.0
H -0.485 -2.893 -1.856 -0.2 0.0 0.2
H 1.715 -1.690 -0.575 0.1 0.5 0.0
H 2.040 -2.010 -2.425 -0.3 -0.2 -0.5
O -2.746 -1.704 0.875 -0.3 -0.2 0.0
H 1.050 -0.988 -3.030 0.1 -0.4 0.0
```
Positions in Å, forces in eV/Å.

***

[3]
Computed, not measured: 6 unconnected molecules or ions with the total composition C4H19NO6 in a non-equilibrium geometry, with the ωB97M-V functional and the def2-TZVPD basis.

Electronic energy: -18230.0693 eV
Energy relative to the best compared isomer or geometry (same formula, charge and spin): 2.487 eV
Total charge: -1
2S+1: 2
<S²>: 0.75

```
30
Properties=species:S:1:pos:R:3:forces:R:3
H 0.930 2.389 2.895 0.0 0.4 -0.5
C 2.084 1.211 -0.083 -1.3 -0.8 1.0
O 1.890 -2.868 3.328 -0.6 1.0 -0.2
H -1.408 2.115 -3.177 -0.3 0.3 0.1
H 2.758 1.904 -0.520 0.6 0.5 -0.9
O -1.444 0.132 0.831 0.3 0.3 0.8
H 1.108 3.074 0.590 0.6 0.4 0.4
H -1.619 -2.001 1.401 0.1 -0.4 0.2
H 2.696 0.504 0.511 -0.5 0.5 0.2
O -0.477 2.060 -3.411 0.0 -0.3 -0.1
H 1.532 0.566 -0.798 0.7 0.6 0.0
H -0.190 1.197 2.274 1.2 0.0 0.3
H 1.573 0.880 2.523 0.2 -0.6 -0.5
O -1.315 -0.926 -2.806 0.9 2.6 0.3
H 1.291 -2.122 3.544 0.4 -0.7 0.2
C 0.857 1.589 2.145 -2.5 0.3 1.3
H 1.738 -2.891 2.372 0.1 -0.4 0.0
H -0.446 1.115 -3.656 0.3 0.0 0.2
O -1.970 -3.035 -1.412 0.6 -1.8 0.2
H -1.454 -3.861 -1.617 -0.7 1.0 0.0
H -0.330 -1.376 1.300 0.0 -0.8 0.0
H -2.113 1.050 -0.762 0.4 0.6 -0.3
H -0.065 2.346 -1.080 -1.2 -1.0 1.1
C -1.311 1.006 -0.008 0.2 0.1 -1.3
H -1.689 -2.889 -0.497 0.1 0.3 0.0
C 0.950 2.016 0.707 0.9 -1.4 -1.9
O -0.688 -2.277 1.477 -0.1 0.9 -0.1
H -2.072 -1.298 -3.244 0.0 -1.2 -0.2
N -0.278 1.884 -0.155 0.2 0.3 0.2
H -0.539 -1.491 -2.670 -0.7 -0.6 -0.3
```
Positions in Å, forces in eV/Å.

***

[4]
Computed, not measured: a molecular structure, C4H2 in a non-equilibrium geometry, with the ωB97M-V functional and the def2-TZVPD basis.

Electronic energy: -4173.1564 eV
Energy relative to the best compared isomer or geometry (same formula, charge and spin): 3.276 eV
Total charge: 0
2S+1: 1

```
6
Properties=species:S:1:pos:R:3:forces:R:3
C 0.817 1.394 -0.936 -1.2 -0.4 0.6
H -1.256 1.151 -0.052 -0.2 -0.9 0.1
C 0.694 -0.325 -0.287 -1.7 1.2 1.1
H 1.253 -0.834 0.474 -0.1 -0.5 0.1
C 0.932 0.097 -1.603 0.2 -0.1 -1.0
C -0.283 0.719 -0.248 2.9 0.6 -0.9
```
Positions in Å, forces in eV/Å.

***

[5]
Computed, not measured: a molecular structure, C4H20AgNO6 in a non-equilibrium geometry, with the ωB97M-V functional and the def2-TZVPD basis.

Electronic energy: -22241.1565 eV
Total charge: 0
2S+1: 3
<S²>: 2.01

```
32
Properties=species:S:1:pos:R:3:forces:R:3
O 1.742 -1.913 2.080 0.3 -0.7 -0.3
H 2.553 -0.416 -0.658 0.1 0.0 -0.1
Ag 0.389 -0.098 1.926 0.8 0.3 -1.3
H 1.833 -2.413 2.891 -0.2 -0.3 0.5
C 0.643 0.327 -1.305 -0.1 0.9 -1.4
H -2.225 -1.295 1.437 -0.8 0.3 -0.5
H -2.632 -0.282 -3.602 0.4 -0.3 0.1
O -1.452 -1.456 1.978 0.5 0.5 0.2
H 2.640 -1.697 1.829 0.5 0.3 -0.1
H -1.556 -2.357 2.284 0.1 -1.0 0.4
H 0.277 0.958 -3.363 0.6 0.2 -0.1
H -1.976 1.838 1.787 -0.5 -0.3 0.0
H 0.306 0.384 4.736 0.4 0.3 0.2
O -0.227 -0.056 4.074 0.0 0.4 0.9
H -0.704 -0.729 4.560 -0.5 -0.6 0.0
O -1.456 0.975 -2.362 0.1 -0.9 0.1
H -0.270 -0.629 -3.010 -0.3 -0.4 0.2
O -1.030 1.724 1.869 -0.2 0.6 -0.2
H 0.619 1.360 -0.958 0.2 0.0 0.5
C -0.182 0.365 -2.572 0.2 0.9 -1.3
C 2.058 -0.128 -1.585 -0.1 0.3 -0.2
H -3.204 1.334 -3.370 -0.1 0.0 0.6
H 2.630 0.663 -2.070 0.1 0.0 0.1
C -2.292 0.746 -3.474 -1.1 0.9 -0.2
H -1.908 1.159 -4.406 0.7 -0.3 -0.2
H -1.013 -0.435 -0.652 -0.6 -0.3 0.6
H 0.225 -1.497 -0.628 -0.1 -0.4 0.2
H -0.683 2.615 1.912 0.4 0.3 0.0
H 2.036 -0.962 -2.287 0.1 -0.3 0.1
O 2.157 1.104 2.039 -0.2 -0.1 0.1
H 2.746 1.361 1.304 -0.7 -0.4 0.1
N -0.041 -0.549 -0.404 0.2 0.0 0.8
```
Positions in Å, forces in eV/Å.

***

[6]
Computed, not measured: a molecular structure, C4H20B2Cl2CoCrN4O16 in a non-equilibrium geometry, with the ωB97M-V functional and the def2-TZVPD basis.

Electronic energy: -135608.3451 eV
Total charge: 0
2S+1: 8
<S²>: 15.78

```
50
Properties=species:S:1:pos:R:3:forces:R:3
O 2.139 1.599 -3.789 0.0 0.1 0.0
O 3.809 -0.097 4.379 -0.2 0.2 -0.2
O 1.648 -0.934 3.857 0.0 -0.1 0.0
C 1.320 4.856 2.201 -1.1 0.6 0.1
H 3.601 0.946 -5.587 -0.1 0.0 -0.1
N -2.245 -0.745 3.247 -0.5 0.2 -0.2
C -2.999 -1.126 2.028 0.1 1.2 -1.3
C -1.756 -5.300 -1.956 0.8 -1.1 0.0
H -2.311 -1.143 1.186 0.2 -0.5 0.2
H -1.209 -1.040 -2.899 0.1 -2.0 -0.7
H -2.359 -5.303 -2.858 -0.2 0.4 0.1
O 1.026 2.616 1.735 0.0 0.0 0.5
H 2.884 -0.734 -5.633 0.0 0.0 -0.1
N -1.870 -4.056 -1.169 0.3 0.1 0.2
B -1.261 0.088 -2.515 -1.2 1.6 0.2
O 2.622 3.637 0.741 0.0 0.0 0.2
H -1.715 0.793 -3.359 0.1 -0.1 -0.4
Cl 2.957 -0.558 3.334 0.2 -0.5 0.6
Co 0.425 0.625 2.224 0.3 0.4 0.0
O 1.840 -0.480 -3.346 0.4 -0.6 -0.2
H -0.709 -5.455 -2.200 0.0 0.4 -0.2
Cr 0.312 -1.462 -1.924 -1.3 1.8 0.1
H -1.917 0.234 -1.537 -0.1 -0.5 0.3
O -2.866 -0.467 4.233 0.4 -0.3 -0.1
H -2.010 -6.142 -1.316 -0.5 0.2 0.1
O -1.015 -0.683 3.150 0.1 0.0 0.3
O -1.476 3.845 0.907 -0.2 -0.1 0.0
H -3.607 -0.251 1.784 -0.3 -0.2 0.4
O -2.761 -3.944 -0.380 -0.2 0.1 -0.1
O -0.978 -3.220 -1.317 0.2 -0.1 -0.2
H -3.597 -2.023 2.109 0.1 -0.1 0.5
O 2.652 0.535 2.390 -0.3 0.7 -0.1
O -3.555 3.098 1.774 0.3 0.0 0.1
H -0.216 -1.301 0.045 -1.2 -0.4 0.3
O 3.579 -1.630 2.622 -0.3 0.0 0.0
N 1.712 3.606 1.527 0.2 -0.2 -0.5
H -0.140 0.421 -2.303 1.2 0.0 0.2
H 0.232 4.848 2.269 0.0 -0.2 -0.1
H 1.173 -0.320 -0.701 1.7 0.5 -0.5
H 1.701 4.931 3.215 0.4 -0.3 -0.1
H 4.188 -0.321 -4.480 0.0 -0.1 -0.1
N 2.351 0.442 -3.987 -0.2 0.0 0.2
H 1.136 -0.828 1.206 0.7 -0.4 0.5
Cl -2.271 2.701 1.281 -0.4 0.6 -0.4
H 0.038 0.634 0.467 -0.8 0.8 -0.4
B 0.534 -0.425 0.280 -0.3 -1.0 0.0
C 3.332 0.053 -5.039 0.1 0.0 0.4
H 1.623 5.675 1.562 0.3 0.0 0.1
O -1.566 2.003 2.365 0.6 -1.0 0.6
O -2.424 1.804 0.172 0.2 -0.1 0.1
```
Positions in Å, forces in eV/Å.

***

[7]
Computed, not measured: a molecular structure, C4H20B2Cl4CoCrN4O24 in a non-equilibrium geometry, with the ωB97M-V functional and the def2-TZVPD basis.

Electronic energy: -177015.3956 eV
Total charge: -3
2S+1: 9
<S²>: 20.02

```
60
Properties=species:S:1:pos:R:3:forces:R:3
Cl 4.525 -1.822 -0.073 0.4 -1.7 1.0
B 2.336 0.576 -3.043 0.4 0.5 0.2
H -5.484 -2.116 -1.043 0.4 -0.2 0.3
O -3.662 -3.343 0.071 -0.7 0.3 0.2
H 0.414 0.067 0.921 -0.3 -1.6 4.3
H -0.305 1.746 -4.093 0.0 -0.1 -0.2
O 1.460 -0.802 4.891 -1.4 -0.4 0.9
H 0.318 1.418 -0.239 -0.9 4.3 -0.7
H 1.689 1.425 -2.881 -2.4 3.0 0.7
O 2.500 2.820 1.045 -1.0 -1.4 1.5
H -5.323 -0.874 0.225 0.1 -0.3 0.3
O -1.400 3.872 -1.173 -0.2 -0.4 1.1
O 4.857 -0.515 0.230 1.1 2.8 0.3
H -1.928 2.466 -4.085 -0.4 -0.4 0.7
H -3.754 -0.274 3.438 -0.3 0.1 -0.3
N -3.610 -2.117 0.004 3.1 0.3 -0.9
H 2.890 0.323 -2.153 2.1 -0.9 3.6
H 0.075 -5.150 -1.367 0.1 0.0 0.1
O -0.642 -0.285 -2.922 2.0 -3.0 0.5
O 0.257 -3.379 1.200 0.2 -0.3 3.8
O 4.766 3.519 0.856 -1.8 -0.4 -1.7
H -3.641 1.430 3.848 -0.5 0.1 -0.4
H 1.729 -0.252 -3.376 -2.4 -3.8 -1.9
O -2.540 -1.509 0.224 -3.1 -0.6 -0.1
H -1.251 -5.084 -0.245 0.1 -0.1 0.5
O -2.789 0.318 -2.757 -2.1 -0.9 1.0
C -1.372 1.531 -4.157 0.6 -1.3 -0.1
H -3.660 0.960 2.081 0.8 0.0 0.1
Cl 3.406 3.640 0.265 0.5 1.1 1.3
H -0.190 -0.232 -0.664 -2.9 -1.7 -1.5
O -2.400 5.071 0.572 0.1 -0.7 0.4
O -0.699 3.543 1.051 3.0 -0.7 2.3
Cr 1.297 -1.083 -1.728 0.2 0.9 -0.7
O 3.196 3.281 -1.093 1.4 -0.4 -0.5
H -4.535 -0.632 -1.287 0.9 -0.2 -0.1
O 5.158 -2.256 -1.290 0.1 -0.5 -0.3
O 2.154 0.184 2.847 -1.3 -0.3 -1.0
O -2.739 2.716 0.416 -0.6 -0.2 0.1
O 3.313 0.599 4.705 1.6 1.0 2.2
H 0.383 -5.795 0.261 -0.3 0.3 0.2
N -1.637 0.396 -3.235 -0.1 3.6 -0.6
H 1.550 0.210 -0.383 3.7 -0.1 -0.4
Cl 2.577 -0.433 4.101 1.1 -0.6 -2.4
C -3.372 0.688 3.096 0.0 -0.4 1.0
O 0.354 -2.915 -0.786 0.8 2.6 -4.8
C -4.803 -1.408 -0.570 -0.4 0.7 0.2
O -1.080 0.841 2.523 -2.5 -0.6 2.0
C -0.164 -5.044 -0.309 0.1 -1.1 -1.1
O 3.389 -1.609 3.819 -0.7 1.0 0.3
O 2.989 5.000 0.452 0.0 0.9 0.0
H -1.640 0.982 -5.060 0.3 0.8 -1.0
H 3.098 0.790 -3.776 2.7 0.5 -3.0
O -1.645 0.333 4.576 -0.2 -0.1 -0.8
N -1.923 0.571 3.425 2.4 1.2 -1.5
N 0.232 -3.694 0.075 -1.0 -1.2 1.1
O 4.894 -2.676 1.048 -0.3 -0.2 -1.0
Cl -1.807 3.789 0.216 -2.2 1.4 -3.3
O 3.085 -1.875 -0.238 -2.0 -0.8 -0.9
Co 0.583 1.700 1.655 1.7 0.0 -1.4
B 0.518 0.366 -0.110 0.2 0.1 0.1
```
Positions in Å, forces in eV/Å.

***

[8]
Computed, not measured: a molecular structure, C4H20B3Be2Cl8 in a non-equilibrium geometry, with the ωB97M-V functional and the def2-TZVPD basis.

Electronic energy: -107469.2692 eV
Total charge: 0
2S+1: 2
<S²>: 0.75

```
37
Properties=species:S:1:pos:R:3:forces:R:3
H -11.459 -15.649 -7.843 2.9 -2.8 -2.2
B -8.231 -16.875 -7.067 -1.9 1.0 0.7
H -10.577 -14.399 -3.862 4.1 -0.4 2.4
H -11.747 -14.093 -7.214 1.5 3.7 0.7
H -17.534 -14.487 -8.657 -0.1 0.3 0.4
Cl -18.347 -12.334 -7.828 0.5 -0.8 -0.3
H -8.609 -16.062 -7.668 -1.5 3.7 -2.9
H -11.954 -15.153 -4.564 -1.7 -3.8 -1.1
H -9.097 -17.506 -6.937 -3.8 -3.1 0.6
B -11.547 -14.192 -4.288 0.4 -0.6 -1.1
H -10.676 -11.576 -9.664 0.0 0.1 0.3
C -17.211 -13.446 -8.679 -0.4 0.7 -0.9
H -13.722 -17.079 -7.768 0.0 0.7 0.5
Cl -13.322 -18.199 -5.777 -0.7 0.3 -0.1
Cl -11.345 -19.067 -9.843 0.6 0.8 0.0
H -13.151 -14.876 -7.880 -3.1 0.2 -2.6
Cl -15.405 -16.004 -6.364 0.8 -1.3 -0.1
C -14.382 -17.407 -6.964 0.3 0.1 -0.8
Be -10.099 -15.563 -5.878 -0.5 -0.3 -1.5
H -7.441 -17.406 -7.576 3.0 -1.7 -1.4
Cl -8.388 -11.026 -9.703 -1.3 0.0 1.0
H -10.647 -16.996 -10.856 -0.1 -0.8 -0.6
H -10.294 -16.935 -9.274 0.6 -1.0 0.8
Cl -8.576 -18.102 -10.581 -1.0 0.2 0.5
Cl -15.550 -13.290 -8.175 0.6 0.1 0.5
H -8.004 -16.443 -6.105 1.5 2.0 4.8
H -12.255 -13.697 -3.642 -2.3 1.8 2.9
H -17.115 -13.100 -9.708 -0.7 -0.1 0.1
H -12.498 -15.467 -6.409 -1.0 -1.8 3.5
Cl -10.127 -12.135 -7.440 0.4 0.4 -0.2
H -11.343 -13.604 -5.169 0.5 2.5 -3.6
Be -13.657 -13.517 -5.572 1.5 -1.1 -0.2
C -10.061 -11.126 -8.885 0.8 0.0 -1.0
C -10.255 -17.661 -10.086 0.0 0.8 -0.7
B -12.219 -15.052 -7.364 0.3 0.5 0.9
H -10.400 -10.122 -8.632 0.3 -0.2 -0.1
H -15.023 -18.120 -7.483 -0.4 -0.1 0.8
```
Positions in Å, forces in eV/Å.